# 1
Entry from OMol25: C32H46ClNO3P4Pt as an isolated structure in a non-equilibrium geometry (ωB97M-V/def2-TZVPD).

Properties
- multiplicity = 5
- charge = +2
- HOMO (alpha / beta) (eV) = -8.520 / -12.314
- LUMO energy (alpha / beta) (eV) = -6.82 / -9.09

Geometry (Å):
P (1.69279, 1.14735, -6.25337)
C (3.10996, 1.49059, -5.22681)
C (4.04983, 0.81739, -6.03565)
H (3.69893, 0.01700, -6.69287)
C (5.33363, 1.31491, -6.18621)
H (5.96580, 0.88022, -6.95567)
C (5.75680, 2.35064, -5.35895)
H (6.76838, 2.73023, -5.47765)
C (4.90335, 2.87753, -4.38987)
H (5.28262, 3.65559, -3.73080)
C (3.56625, 2.44946, -4.28359)
H (2.93121, 2.83714, -3.47769)
C (1.07993, -0.50899, -5.83041)
C (1.72703, -1.57885, -5.17132)
H (2.49687, -1.39763, -4.41033)
C (1.38392, -2.89660, -5.50436)
H (1.92441, -3.73645, -5.06449)
C (0.38036, -3.15331, -6.43904)
H (0.16286, -4.17659, -6.75630)
C (-0.36449, -2.10257, -6.96886)
H (-1.14443, -2.26868, -7.71188)
C (-0.07645, -0.79867, -6.57869)
H (-0.66102, 0.03190, -6.98300)
C (0.36759, 2.40697, -5.75130)
C (0.60403, 3.14865, -6.90625)
H (1.46760, 2.87151, -7.53574)
C (-0.26333, 4.11900, -7.37589)
H (-0.02276, 4.58459, -8.32810)
C (-1.36883, 4.44425, -6.59520)
H (-2.03137, 5.22814, -6.95806)
C (-1.60336, 3.78820, -5.38720)
H (-2.46939, 4.08713, -4.79472)
C (-0.75108, 2.74564, -4.94085)
H (-0.95873, 2.28735, -3.96471)
Pt (0.04707, -0.01580, 0.26805)
C (-1.46712, -1.13312, -0.49989)
C (-1.82816, -1.43888, -1.77590)
H (-2.11630, -1.57350, 0.23440)
C (-1.17003, -0.85987, -3.04455)
O (-2.12806, -0.01108, -3.83882)
H (-1.61393, 0.42424, -4.57746)
C (-0.13707, 0.02256, -2.60371)
H (-0.52671, -1.59347, -3.63980)
C (0.34127, 0.47867, -1.48544)
Cl (2.03187, 1.37901, 0.66883)
P (-1.23276, 1.92482, 0.42801)
P (1.60222, -1.71154, 0.13413)
C (-0.63681, 2.79583, 1.88850)
H (0.41080, 3.05769, 1.70614)
H (-0.67748, 2.10186, 2.74315)
H (-1.24557, 3.68866, 2.06704)
C (-1.37335, 3.11589, -0.93227)
H (-2.05535, 2.73449, -1.70580)
H (-0.38937, 3.28715, -1.38685)
H (-1.76260, 4.07326, -0.54984)
C (-2.89961, 1.34972, 0.79542)
H (-2.83691, 0.56196, 1.55752)
H (-3.32531, 0.92500, -0.12060)
H (-3.51416, 2.18786, 1.14488)
C (2.23112, -1.68014, 1.82338)
H (1.38761, -1.80131, 2.51635)
H (2.63947, -0.67526, 1.98526)
H (3.00083, -2.44691, 1.94834)
C (0.80711, -3.31587, -0.09536)
H (0.41514, -3.38134, -1.11867)
H (-0.03193, -3.38826, 0.60819)
H (1.52713, -4.12727, 0.08077)
C (3.00518, -1.65918, -1.01531)
H (3.43968, -0.65239, -1.02718)
H (2.67532, -1.91560, -2.03216)
H (3.76809, -2.38524, -0.69101)
P (-3.16630, -2.49285, -2.27020)
C (-3.77079, -3.47030, -0.89301)
C (-2.69719, -3.64856, -3.58956)
H (-4.06797, -2.81694, -0.06296)
H (-2.99088, -4.15784, -0.54034)
H (-4.64774, -4.08104, -1.16286)
H (-2.34269, -3.11006, -4.47940)
H (-3.53262, -4.29838, -3.90161)
H (-1.89401, -4.30639, -3.23244)
C (-4.56799, -1.55756, -2.93435)
H (-4.99969, -0.91908, -2.15311)
H (-5.37584, -2.20067, -3.31856)
H (-4.21027, -0.92093, -3.75332)
H (1.16812, 1.22478, -1.52716)
O (0.35119, -0.08867, 3.89294)
N (-0.68025, -0.00876, 3.22217)
O (-1.11760, -1.01522, 2.57565)

Atom charges from the Mulliken analysis, given in e for atoms 1 to 8: P -0.076; C 1.335; C -0.976; H 0.375; C -0.647; H 0.408; C -0.567; H 0.401

=====

# 2
Entry from OMol25: C32H46FeN3O5SSi as an isolated structure in a non-equilibrium geometry (ωB97M-V/def2-TZVPD).

Properties
- multiplicity = 6
- energy relative to the best compared isomer or geometry (same formula, charge and spin) (kcal/mol) = 16.8
- HOMO (alpha / beta) (eV) = -6.113 / -7.861
- LUMO energy (alpha / beta) (eV) = -0.40 / -0.45

Geometry (Å):
Fe (0.62690, 0.05210, 0.25950)
O (0.31340, 0.67190, 2.34470)
N (0.95650, 1.65150, 2.92190)
C (0.77510, 1.82040, 4.24250)
C (1.40910, 2.81140, 4.94340)
C (2.25850, 3.67850, 4.25430)
C (2.40900, 3.52770, 2.89890)
C (1.76110, 2.49550, 2.20470)
S (1.94090, 2.29560, 0.52890)
H (0.08170, 1.12050, 4.68110)
H (1.23790, 2.91840, 6.00150)
H (2.78470, 4.45880, 4.77710)
H (3.02130, 4.19790, 2.32020)
O (-2.09990, -3.15540, -0.12740)
C (-1.13130, -2.41070, -0.14020)
O (-1.13460, -1.15330, 0.07950)
C (0.25020, -2.98440, -0.43140)
C (0.47220, -4.36640, -0.40210)
C (1.74130, -4.84440, -0.61070)
C (2.78300, -3.93190, -0.89250)
C (4.10500, -4.33280, -1.14820)
C (5.07230, -3.40090, -1.43680)
C (4.75800, -2.03640, -1.45800)
C (3.48020, -1.60980, -1.19720)
C (2.46700, -2.54370, -0.91440)
N (1.21370, -2.10030, -0.66350)
H (-0.37130, -5.01430, -0.21810)
H (1.95860, -5.90260, -0.56680)
H (4.34650, -5.38750, -1.11930)
H (6.07880, -3.72010, -1.66230)
H (5.53250, -1.31500, -1.67750)
H (3.20990, -0.56180, -1.19300)
C (-2.09090, 3.31280, 2.06770)
C (-3.04180, 2.21630, 1.57690)
C (-4.48170, 2.72780, 1.71940)
C (-2.85430, 1.01670, 2.51000)
Si (-2.62350, 1.70450, -0.28040)
C (-2.10300, 3.23550, -1.43380)
C (-0.73060, 3.79380, -1.04910)
C (-3.12760, 4.37050, -1.35120)
C (-2.00660, 2.80340, -2.89900)
C (-3.94730, 0.51240, -1.10160)
C (-4.40750, -0.55660, -0.10750)
C (-5.17160, 1.30720, -1.57570)
C (-3.34930, -0.25350, -2.28690)
H (-2.20480, 3.44850, 3.14410)
H (-2.29340, 4.26930, 1.59310)
H (-1.05830, 3.03830, 1.87450)
H (-4.65140, 3.06790, 2.74160)
H (-5.20130, 1.94060, 1.51170)
H (-4.68230, 3.56240, 1.05160)
H (-3.01210, 1.32910, 3.54330)
H (-1.84930, 0.61610, 2.41210)
H (-3.55370, 0.21980, 2.29080)
H (-0.72650, 4.22480, -0.05390)
H (-0.44170, 4.58020, -1.74710)
H (0.02880, 3.01410, -1.08880)
H (-3.21850, 4.74890, -0.33800)
H (-4.10880, 4.04650, -1.68740)
H (-2.80990, 5.19460, -1.99050)
H (-1.30850, 1.97790, -3.01430)
H (-1.65220, 3.63830, -3.50490)
H (-2.97580, 2.50800, -3.28980)
H (-4.96090, -0.13100, 0.72500)
H (-3.55290, -1.11180, 0.26750)
H (-5.06170, -1.26590, -0.61450)
H (-5.65100, 1.82330, -0.74790)
H (-5.90180, 0.63030, -2.01850)
H (-4.90570, 2.04450, -2.32860)
H (-2.47150, -0.80500, -1.96410)
H (-3.07360, 0.39170, -3.11360)
H (-4.07910, -0.97420, -2.65540)
O (4.25810, -1.89590, 2.22340)
C (2.98900, -1.52700, 2.28500)
O (2.49090, -0.79590, 1.46460)
C (2.23980, -2.07850, 3.49950)
N (3.02810, -3.18850, 4.02960)
C (2.53180, -4.35900, 3.30400)
C (1.01890, -4.14920, 3.13440)
C (0.84340, -2.62180, 3.12800)
H (2.18240, -1.25660, 4.21990)
H (2.84280, -3.30010, 5.02130)
H (4.41550, -2.52740, 2.96380)
H (2.78870, -5.26760, 3.84690)
H (3.01930, -4.38510, 2.32380)
H (0.48410, -4.59930, 3.97240)
H (0.65400, -4.60040, 2.21620)
H (0.09990, -2.30630, 3.85640)
H (0.53280, -2.23460, 2.15580)

Atom charges from the Mulliken analysis, given in e for atoms 1 to 8: Fe 0.252; O 0.297; N 0.438; C -0.161; C -1.089; C -0.231; C -0.912; C 0.455

=====

# 3
Entry from OMol25: a 8-piece molecular cluster, C32H46N6O6 overall in a non-equilibrium geometry (ωB97M-V/def2-TZVPD).

Properties
- structure (SMILES) = O=C1OCCO1.O=C1OCCO1.c1ccncc1.c1ccncc1.CCCC#N.CCCC#N.CCCC#N.CCCC#N
- multiplicity = 1
- HOMO (eV) = -10.191
- LUMO energy (eV) = -0.33

Geometry (Å):
O (-1.46467, 6.18941, -1.52685)
C (-1.14542, 5.19855, -2.09354)
O (0.15720, 4.75701, -2.18137)
C (0.15096, 3.45983, -2.73986)
C (-1.24785, 3.31906, -3.35041)
O (-1.95161, 4.36972, -2.72295)
H (0.73335, 3.40813, -3.66270)
H (0.44246, 2.66157, -2.05893)
H (-1.67902, 2.33056, -3.19648)
H (-1.15245, 3.42637, -4.43170)
O (7.76219, -0.64102, -2.57812)
C (6.82248, -0.38819, -1.88775)
O (6.61827, -0.78318, -0.63371)
C (5.49756, -0.08494, -0.09284)
C (4.74274, 0.40140, -1.34214)
O (5.77322, 0.35632, -2.30639)
H (4.97130, -0.68484, 0.64217)
H (5.96108, 0.79338, 0.37267)
H (4.37209, 1.40574, -1.15013)
H (3.92926, -0.29827, -1.54460)
C (1.27764, 0.01371, -0.73996)
C (0.98016, 0.08320, 0.60966)
C (0.04644, -0.80702, 1.09648)
N (-0.53424, -1.75986, 0.36170)
C (-0.21765, -1.86338, -0.92268)
C (0.63084, -0.93784, -1.52044)
H (1.98860, 0.65643, -1.24003)
H (1.32180, 0.88562, 1.25026)
H (-0.15568, -0.71344, 2.15858)
H (-0.66365, -2.68841, -1.46559)
H (0.84241, -1.01143, -2.58111)
C (-3.33951, 0.54732, -1.73329)
C (-4.66271, 0.43023, -1.30255)
C (-5.45657, -0.59781, -1.79757)
N (-4.96496, -1.49298, -2.67240)
C (-3.69435, -1.45343, -3.01001)
C (-2.83558, -0.49258, -2.49826)
H (-2.64149, 1.29050, -1.37252)
H (-5.09960, 1.17567, -0.64896)
H (-6.48904, -0.67823, -1.49367)
H (-3.25116, -2.23332, -3.62064)
H (-1.79348, -0.43738, -2.78941)
C (-1.26806, -2.86259, 4.84079)
C (-1.80572, -1.51935, 5.36761)
C (-3.34461, -1.26009, 5.38303)
C (-4.27228, -2.35926, 5.24917)
N (-5.01889, -3.21871, 5.10469)
H (-1.83327, -3.67679, 5.30010)
H (-0.23880, -2.98152, 5.18260)
H (-1.26136, -2.96368, 3.75609)
H (-1.21597, -0.79118, 4.80946)
H (-1.56140, -1.43821, 6.42505)
H (-3.56460, -0.38626, 4.77137)
H (-3.50243, -0.80931, 6.36727)
C (4.25108, 2.18866, 3.54581)
C (4.07973, 2.48823, 5.04213)
C (5.31438, 3.17190, 5.62306)
C (5.23554, 3.47085, 7.04388)
N (5.22122, 3.62025, 8.17548)
H (3.35247, 1.82646, 3.04836)
H (4.98445, 1.38674, 3.41527)
H (4.64560, 3.05043, 3.00600)
H (3.86325, 1.55427, 5.55591)
H (3.24870, 3.18161, 5.18760)
H (5.73691, 4.01344, 5.06838)
H (6.14241, 2.46335, 5.47031)
C (-3.49981, -3.17855, 0.45141)
C (-4.61219, -2.55194, 1.30866)
C (-3.97966, -1.32057, 2.02733)
C (-4.86120, -0.35963, 2.65706)
N (-5.57983, 0.38653, 3.15420)
H (-3.83117, -4.12750, 0.02730)
H (-2.53888, -3.34868, 0.92816)
H (-3.36643, -2.47687, -0.37374)
H (-4.95296, -3.31738, 2.00963)
H (-5.53182, -2.29179, 0.78801)
H (-3.27794, -0.82189, 1.35958)
H (-3.40735, -1.83375, 2.80235)
C (-0.04374, -1.16447, -7.16329)
C (0.78006, -1.51892, -5.93790)
C (2.06287, -0.66091, -5.70308)
C (1.73092, 0.74097, -5.93037)
N (1.48935, 1.85360, -6.05974)
H (-0.33689, -0.12225, -7.27948)
H (-1.03514, -1.63244, -7.16849)
H (0.43968, -1.63354, -8.02171)
H (1.08750, -2.56464, -5.98381)
H (0.20042, -1.44192, -5.01207)
H (2.79873, -0.94854, -6.45871)
H (2.49576, -0.92638, -4.74270)

Atom charges from the Mulliken analysis, given in e for atoms 1 to 8: O -0.514; C 0.622; O -0.382; C 0.025; C 0.036; O -0.366; H 0.270; H 0.078